#A
Computed, not measured: a 2-piece molecular cluster, C9H14 overall, with ωB97M-V/def2-TZVPD.

The HOMO-LUMO gap comes out at 9.737 eV. As for the SMILES: Cc1ccccc1.CC. As for the HOMO energy: -8.7784 eV. As for the LUMO energy: 1.0 eV.

The geometry in ORCA input format:
```
! RIJCOSX wB97M-V def2-TZVPD def2/J DEFGRID3
* xyz 0 1
C 0.1932 3.4871 1.5131
C -0.0637 -0.8683 1.9170
C 1.1156 -0.1431 2.1124
C -1.1735 -0.1171 1.7398
C 1.3078 1.1759 1.8571
C -1.0587 1.2502 1.4646
C 0.1222 2.0112 1.5041
H -0.0317 -1.9636 1.8847
H 1.9844 -0.8055 2.2718
H -2.3304 -0.4395 1.6810
H 2.2854 1.6575 1.6340
H -2.0023 1.6932 1.0810
H -0.7255 4.0573 1.5117
H 0.6080 3.8412 0.5151
H 0.8453 3.9023 2.2572
C -0.5873 -2.5761 -3.6760
C 0.3097 -1.9836 -2.6167
H -0.7222 -2.0044 -4.4840
H -0.1915 -3.6002 -3.9238
H -1.5711 -2.8824 -3.2169
H 1.0844 -1.2478 -2.9008
H -0.4284 -1.6949 -1.7827
H 1.0304 -2.7493 -2.3438
*
```

---

#B
Computed, not measured: a 2-piece molecular cluster, C9H14 overall, with ωB97M-V/def2-TZVPD.

The HOMO-LUMO gap comes out at 10.068 eV. As for the SMILES: Cc1ccccc1.CC. As for the HOMO energy: -9.0552 eV. As for the LUMO energy: 1.0 eV.

The geometry in ORCA input format:
```
! RIJCOSX wB97M-V def2-TZVPD def2/J DEFGRID3
* xyz 0 1
C -1.5426 0.8662 -2.4027
C -1.3002 0.1557 -1.1004
C -1.4152 0.8643 0.0950
C -1.0801 -1.2129 -1.0223
C -1.3905 0.2463 1.3289
C -1.0982 -1.8736 0.2053
C -1.3358 -1.1552 1.3550
H -0.8687 0.5272 -3.1860
H -1.3760 1.9393 -2.2725
H -1.3753 1.9511 0.0476
H -0.9033 -1.7452 -1.9525
H -1.4806 0.7064 2.3047
H -0.7642 -2.9028 0.2035
H -1.4840 -1.6233 2.3204
H -2.5779 0.7666 -2.7245
C 2.8338 -0.2863 0.5545
C 2.1878 0.9575 1.1645
H 2.1054 -1.0991 0.5249
H 3.2521 -0.1602 -0.4398
H 3.6319 -0.6061 1.2262
H 2.8735 1.8019 1.1266
H 1.7631 0.6264 2.1076
H 1.3448 1.2556 0.5361
*
```

---

#C
Computed, not measured: a 2-piece molecular cluster, C9H14 overall, with ωB97M-V/def2-TZVPD.

The HOMO-LUMO gap comes out at 10.168 eV. As for the SMILES: Cc1ccccc1.CC. As for the HOMO energy: -9.1345 eV. As for the LUMO energy: 1.0 eV.

The geometry in ORCA input format:
```
! RIJCOSX wB97M-V def2-TZVPD def2/J DEFGRID3
* xyz 0 1
C 2.1975 -0.4098 -2.2458
C 0.0728 2.0909 -0.3877
C 0.0917 1.4406 0.9338
C 0.8593 1.4459 -1.3300
C 1.6110 0.2615 -1.0161
C 0.7034 0.3511 1.1698
C 1.5100 -0.2990 0.1862
H -0.4901 3.0337 -0.5839
H -0.4180 2.0222 1.7291
H 0.8485 1.8918 -2.2998
H 0.7392 0.0473 2.2703
H 3.2970 -0.2245 -2.3379
H 1.9071 -0.1127 -3.2221
H 2.0052 -1.1649 0.5632
H 2.0919 -1.5029 -1.9723
C -2.5169 -1.5852 0.6433
C -3.2988 -2.0989 1.7950
H -3.0337 -1.1192 -0.1857
H -1.7549 -0.8069 0.9724
H -2.0023 -2.3806 0.1682
H -3.2874 -1.4652 2.6228
H -2.9172 -3.0060 2.1335
H -4.3652 -2.3954 1.6514
*
```

---

#D
Computed, not measured: a 2-piece molecular cluster, C9H14 overall, with ωB97M-V/def2-TZVPD.

The HOMO-LUMO gap comes out at 10.091 eV. As for the SMILES: Cc1ccccc1.CC. As for the HOMO energy: -9.0463 eV. As for the LUMO energy: 1.0 eV.

The geometry in ORCA input format:
```
! RIJCOSX wB97M-V def2-TZVPD def2/J DEFGRID3
* xyz 0 1
C -2.1720 -1.1045 -1.0846
C -0.2751 -2.7714 1.7501
C -1.1168 -2.5465 0.6530
C 0.4463 -1.7091 2.2414
C -1.2729 -1.2798 0.1332
C 0.4160 -0.4617 1.6155
C -0.5001 -0.2146 0.6061
H -0.2033 -3.7734 2.1485
H -1.6262 -3.4364 0.3004
H 1.0092 -1.8145 3.1455
H 0.7804 0.3681 2.2022
H -2.8134 -0.2307 -0.9815
H -2.7726 -1.9964 -1.2351
H -0.7535 0.7832 0.2644
H -1.5537 -1.0044 -1.9666
C 1.8098 2.8507 -0.5496
C 1.3259 2.4246 -1.9212
H 2.2291 2.0231 -0.0041
H 2.5772 3.6226 -0.6002
H 1.0474 3.3143 0.0807
H 0.5034 3.0889 -2.1934
H 0.8693 1.4373 -1.8803
H 2.0457 2.4304 -2.7245
*
```

---

Tell me which of them is the most stable. Sure, it is #B.

---

#A
Computed, not measured: a 2-piece molecular cluster, C9H14 overall, with ωB97M-V/def2-TZVPD.

The HOMO-LUMO gap comes out at 9.857 eV. As for the SMILES: Cc1ccccc1.CC. As for the HOMO energy: -8.9465 eV. As for the LUMO energy: 0.9 eV.

The geometry in ORCA input format:
```
! RIJCOSX wB97M-V def2-TZVPD def2/J DEFGRID3
* xyz 0 1
C 2.7452 1.3700 -0.1324
C 1.0027 2.2881 1.4433
C 1.6909 1.1943 0.9251
C 0.1980 2.1999 2.5781
C 1.1980 -0.0764 1.2449
C -0.3291 0.9371 2.8755
C 0.2106 -0.1463 2.2109
H 1.2587 3.2853 1.0915
H -0.2503 3.1305 2.9028
H 3.2440 0.4159 -0.2471
H 3.5616 2.0343 0.1402
H 1.6708 -0.9313 0.7803
H -1.2872 0.8974 3.3759
H -0.2438 -1.0999 2.4679
H 2.3408 1.6328 -1.1091
C -2.7042 -2.0133 -2.0955
C -1.5306 -2.1765 -3.0578
H -3.7087 -2.1353 -2.5033
H -2.7269 -2.8558 -1.3963
H -2.6160 -1.1102 -1.4948
H -1.3212 -3.2469 -3.1363
H -1.7904 -1.9244 -4.0879
H -0.6128 -1.6694 -2.7759
*
```

---

#B
Computed, not measured: a 2-piece molecular cluster, C9H14 overall, with ωB97M-V/def2-TZVPD.

The HOMO-LUMO gap comes out at 10.115 eV. As for the SMILES: Cc1ccccc1.CC. As for the HOMO energy: -9.1130 eV. As for the LUMO energy: 1.0 eV.

The geometry in ORCA input format:
```
! RIJCOSX wB97M-V def2-TZVPD def2/J DEFGRID3
* xyz 0 1
C -0.9611 0.6927 -2.5246
C -1.5543 1.9277 -1.8271
H -0.2139 0.9130 -3.2842
H -0.4974 0.0024 -1.8291
H -1.8201 0.2283 -3.0065
H -2.0117 1.5974 -0.8893
H -0.7568 2.6584 -1.6654
H -2.4088 2.3155 -2.3843
C -1.1322 -1.6513 2.0659
C 0.0064 -0.9465 1.3852
C 0.8140 -1.5945 0.4484
C 0.4740 0.2921 1.7858
C 1.9754 -1.0659 -0.0412
C 1.6440 0.8995 1.2761
C 2.3608 0.2437 0.2965
H -0.8685 -2.1820 2.9736
H -1.5652 -2.4165 1.4261
H 0.6435 -2.6375 0.1902
H 0.0273 0.8334 2.6223
H 2.6984 -1.6379 -0.6124
H 1.8716 1.9108 1.5945
H 3.2332 0.5706 -0.2603
H -1.9585 -0.9536 2.2597
*
```

---

#C
Computed, not measured: a 2-piece molecular cluster, C9H14 overall, with ωB97M-V/def2-TZVPD.

The HOMO-LUMO gap comes out at 9.983 eV. As for the SMILES: Cc1ccccc1.CC. As for the HOMO energy: -8.9887 eV. As for the LUMO energy: 1.0 eV.

The geometry in ORCA input format:
```
! RIJCOSX wB97M-V def2-TZVPD def2/J DEFGRID3
* xyz 0 1
C 0.2647 -3.1404 -0.5490
C -0.2472 -1.8417 0.0193
C 0.5172 -1.2504 1.0645
C -1.4040 -1.2482 -0.3629
C -0.1184 -0.2078 1.7393
C -1.9730 -0.1048 0.2078
C -1.2934 0.4086 1.2934
H -0.2664 -3.5283 -1.4158
H 0.2192 -3.9917 0.1235
H 1.5877 -1.2824 1.2871
H -1.9272 -1.6457 -1.2422
H 0.4383 0.2399 2.5689
H -2.9278 0.3525 0.0120
H -1.6658 1.2763 1.8331
H 1.3395 -3.0926 -0.7545
C 1.6513 2.4538 -0.8832
C 0.1457 2.4702 -0.6109
H 1.9035 2.4979 -1.9492
H 2.3650 2.9821 -0.2649
H 1.9858 1.4104 -0.7419
H -0.0774 2.8666 0.3960
H -0.4506 2.9386 -1.3836
H -0.0666 1.4372 -0.3869
*
```

---

Tell me which of them is the most stable. Sure, it is #B.

---

#A
Computed, not measured: a 2-piece molecular cluster, C9H14 overall, with ωB97M-V/def2-TZVPD.

The HOMO-LUMO gap comes out at 9.971 eV. As for the SMILES: Cc1ccccc1.CC. As for the HOMO energy: -8.9506 eV. As for the LUMO energy: 1.0 eV.

The geometry in ORCA input format:
```
! RIJCOSX wB97M-V def2-TZVPD def2/J DEFGRID3
* xyz 0 1
C 2.2426 0.2028 0.5789
C 0.3457 0.4085 -1.1867
C 1.0373 0.8403 -0.0786
C -0.7634 1.0683 -1.6735
C -0.9706 2.3736 -1.2435
C 0.6822 2.0866 0.5063
C -0.3515 2.8203 -0.0749
H 0.6488 -0.5825 -1.5247
H -1.3502 0.6263 -2.4671
H 1.9112 -0.3515 1.4556
H 2.9865 0.9612 0.8382
H -1.6540 2.9917 -1.8123
H 1.1417 2.3123 1.4547
H -0.6963 3.7610 0.3352
H 2.8505 -0.4124 -0.0814
C -1.1164 -2.9119 0.0897
C -0.8604 -1.8495 1.1319
H -2.1755 -2.9290 -0.2158
H -0.5604 -2.8552 -0.8368
H -1.0107 -3.9167 0.5015
H 0.2134 -1.7078 1.2543
H -1.3248 -2.1060 2.0805
H -1.2259 -0.8305 0.9687
*
```

---

#B
Computed, not measured: a 2-piece molecular cluster, C9H14 overall, with ωB97M-V/def2-TZVPD.

The HOMO-LUMO gap comes out at 10.117 eV. As for the SMILES: Cc1ccccc1.CC. As for the HOMO energy: -9.0781 eV. As for the LUMO energy: 1.0 eV.

The geometry in ORCA input format:
```
! RIJCOSX wB97M-V def2-TZVPD def2/J DEFGRID3
* xyz 0 1
C -1.1050 0.0506 3.1698
C 0.3086 0.0732 2.4749
H -1.1010 0.6412 4.1844
H -1.9018 0.5275 2.6255
H -1.3860 -0.8877 3.5179
H 0.6773 1.1960 2.1247
H 0.3225 -0.7007 1.7924
H 1.0948 -0.1487 3.2683
C -1.3256 1.8384 -0.5847
C 1.3063 -1.4694 -1.3458
C -0.0382 -1.6862 -1.4282
C 1.7864 -0.2150 -1.1279
C -0.9620 -0.6731 -1.0188
C 0.9483 0.9280 -0.9778
C -0.4211 0.6090 -0.8087
H 2.0771 -2.3070 -1.3535
H -0.5330 -2.6172 -1.6855
H 2.8659 -0.0650 -1.1203
H -1.9827 -0.9784 -0.8096
H 1.3524 1.9205 -0.9741
H -1.4312 2.0589 0.5000
H -2.2239 1.8230 -1.1678
H -0.8168 2.8042 -1.0192
*
```

---

#C
Computed, not measured: a 2-piece molecular cluster, C9H14 overall, with ωB97M-V/def2-TZVPD.

The HOMO-LUMO gap comes out at 9.988 eV. As for the SMILES: Cc1ccccc1.CC. As for the HOMO energy: -8.9687 eV. As for the LUMO energy: 1.0 eV.

The geometry in ORCA input format:
```
! RIJCOSX wB97M-V def2-TZVPD def2/J DEFGRID3
* xyz 0 1
C 0.1637 0.4230 1.4400
C 2.9586 -2.1559 -0.4182
C 3.1743 -1.7832 0.8848
C 2.0279 -1.4817 -1.2144
C 2.2478 -0.9424 1.5241
C 1.2279 -0.5322 -0.6163
C 1.2662 -0.3063 0.7496
H 3.6925 -2.7929 -0.8997
H 3.9771 -2.2172 1.4681
H 1.9575 -1.6745 -2.2741
H 2.3913 -0.7911 2.5843
H 0.5171 -0.0327 -1.2703
H 0.0082 1.4067 0.9988
H 0.2288 0.5093 2.5221
H -0.7592 -0.1403 1.2539
C -2.8618 1.4343 -0.1483
C -3.4142 1.6526 -1.5694
H -3.3471 2.0937 0.5815
H -3.0881 0.4205 0.1673
H -1.8087 1.6483 -0.0275
H -2.8530 1.0535 -2.2711
H -3.2214 2.6969 -1.8437
H -4.4854 1.5116 -1.6214
*
```

---

Tell me which of them is the most stable. Sure, it is #C.

---

#A
Computed, not measured: a 2-piece molecular cluster, C9H14 overall, with ωB97M-V/def2-TZVPD.

The HOMO-LUMO gap comes out at 10.072 eV. As for the SMILES: Cc1ccccc1.CC. As for the HOMO energy: -9.0440 eV. As for the LUMO energy: 1.0 eV.

The geometry in ORCA input format:
```
! RIJCOSX wB97M-V def2-TZVPD def2/J DEFGRID3
* xyz 0 1
C 2.4763 -0.3578 -0.5717
C 3.4878 -0.9267 -1.5830
H 2.1817 0.6713 -0.7838
H 1.4984 -0.8455 -0.6512
H 2.8167 -0.5156 0.4473
H 4.1868 -1.5601 -1.0375
H 4.1416 -0.1543 -1.9946
H 2.9685 -1.4041 -2.4081
C -2.2911 -0.2755 2.5907
C -1.0303 0.9762 -1.3349
C -0.7002 1.7075 -0.2037
C -1.6383 -0.2600 -1.1613
C -1.0876 1.3021 1.0770
C -2.0018 -0.6957 0.1133
C -1.7793 0.1148 1.2290
H -0.8147 1.3893 -2.3079
H -0.2566 2.6869 -0.3405
H -1.7557 -1.0320 -1.9142
H -0.9229 2.1179 1.7652
H -2.4089 -1.6815 0.2942
H -1.4523 -0.6445 3.1951
H -2.8751 -1.1903 2.4976
H -2.7431 0.5777 3.0829
*
```

---

#B
Computed, not measured: a 2-piece molecular cluster, C9H14 overall, with ωB97M-V/def2-TZVPD.

The HOMO-LUMO gap comes out at 9.782 eV. As for the SMILES: Cc1ccccc1.CC. As for the HOMO energy: -8.8703 eV. As for the LUMO energy: 0.9 eV.

The geometry in ORCA input format:
```
! RIJCOSX wB97M-V def2-TZVPD def2/J DEFGRID3
* xyz 0 1
C -0.4276 3.3680 -2.1995
C 1.0002 3.6947 -1.6150
H -0.3626 2.5689 -2.9406
H -0.9287 2.7973 -1.2865
H -1.1253 4.1158 -2.5952
H 1.5850 3.9515 -2.5407
H 1.4800 2.7735 -1.3567
H 1.1237 4.3333 -0.7106
C 1.1263 -0.2285 1.7848
C -0.4744 -1.1014 0.1919
C 0.4416 -1.4304 1.2923
C -1.4618 -1.9740 -0.3123
C 0.3694 -2.6946 1.7923
C -1.4332 -3.3446 0.1734
C -0.6118 -3.5135 1.2212
H -0.3337 -0.1567 -0.2692
H -2.2998 -1.6715 -0.9714
H 0.4355 0.5452 2.3255
H 1.9991 -0.0950 1.2520
H 1.0352 -3.0782 2.5455
H -2.1704 -4.0306 -0.2115
H -0.7241 -4.4165 1.8144
H 1.7575 -0.4128 2.6159
*
```

---

#C
Computed, not measured: a 2-piece molecular cluster, C9H14 overall, with ωB97M-V/def2-TZVPD.

The HOMO-LUMO gap comes out at 9.976 eV. As for the SMILES: Cc1ccccc1.CC. As for the HOMO energy: -9.0363 eV. As for the LUMO energy: 0.9 eV.

The geometry in ORCA input format:
```
! RIJCOSX wB97M-V def2-TZVPD def2/J DEFGRID3
* xyz 0 1
C -0.9136 4.3560 -0.4235
C 0.1717 4.4056 0.6254
H -1.3517 5.4140 -0.6860
H -0.5589 3.8282 -1.4368
H -1.7541 3.7236 -0.0549
H 0.0804 5.1550 1.4538
H 1.1206 4.3694 0.0838
H 0.1372 3.4933 1.1232
C -0.0509 -2.0456 2.3122
C 1.1348 -0.5794 -0.8716
C 0.4244 -1.2846 -1.9042
C 0.8428 -0.6755 0.4372
C -0.0600 -1.7135 0.8211
C -0.5658 -2.1570 -1.4581
C -0.8066 -2.3572 -0.1071
H 1.7153 0.2525 -1.2877
H 0.5295 -0.9212 -2.8568
H 1.4569 -0.2380 1.2063
H -0.9655 -2.6461 -2.3569
H -0.4572 -3.0835 2.4437
H -0.7038 -1.5388 3.0245
H -1.3380 -3.3213 0.1142
H 1.0289 -2.1803 2.6410
*
```

---

Tell me which of them is the most stable. Sure, it is #A.